[1]
Here is one molecule with the formula H5N3Si at a distorted geometry from OMol25. Energies are from the ωB97M-V functional and the def2-TZVPD basis.

Structure (ORCA input):
```
! wB97M-V def2-TZVPD RIJCOSX def2/J DEFGRID3
* xyz 0 1
H 0.5146 -2.2775 -0.0721
N -0.7600 0.0288 0.4055
H 1.8408 -0.2253 -0.2761
H -1.0808 1.7202 1.4003
Si 0.5347 -0.8699 -0.4267
N -0.0984 -0.0952 -1.7481
H 0.5211 1.0689 1.5593
H -1.0422 -0.3138 -2.0458
N -0.4298 0.9637 1.2038
*
```

## Properties
- Energy relative to the best compared isomer or geometry (same formula, charge and spin): 81.9 kJ/mol
- Energy: -12425.848 eV

=====

[2]
Here is a 14-piece molecular cluster, C41H85FNO13P overall from OMol25. Energies are from the ωB97M-V functional and the def2-TZVPD basis.

Structure (ORCA input):
```
! wB97M-V def2-TZVPD RIJCOSX def2/J DEFGRID3
* xyz 0 1
C -0.6687 -6.8997 -6.1254
C 1.3015 2.4533 -1.5928
H 3.8575 -0.4242 13.3074
O -0.5861 -1.8669 -9.7031
H -3.5333 -5.3430 -6.3501
C -2.3028 -2.9541 -7.1511
C 1.9537 2.6318 4.0701
C 5.7535 3.1831 -3.5589
H 2.9010 -3.2956 4.8697
H -3.7311 8.7283 -0.4872
H -6.9726 -6.2516 -2.7206
C -0.8665 -1.9383 -10.8755
H 2.7720 2.4036 3.3750
C -1.7109 4.8336 -0.6572
H 3.5979 -0.3631 8.1839
H 1.3289 3.0205 -2.5258
C 2.1052 -4.0221 6.7026
N 1.1343 3.6975 3.5113
C 2.5126 -0.3864 8.2595
H 2.4081 -6.1130 6.3454
H 6.2824 -0.2284 10.3774
P -1.2560 2.3095 3.4450
H -1.5696 -3.7466 -6.9949
H 0.9545 -0.3387 2.8209
H 0.7198 -6.8333 -4.4953
H 0.0922 0.0746 5.7906
H 5.6251 5.2045 -4.2461
H 0.0173 0.6716 7.4658
O 4.1640 1.0932 10.6373
C -4.0575 9.7378 -0.2452
H 0.0164 -1.0668 7.1630
O -3.5896 6.1614 -1.2734
C 3.0748 3.9738 -0.5374
C -4.5248 9.8000 1.1885
H -0.2344 3.7558 5.1071
H 7.0945 1.6882 -4.3095
C 2.8246 -0.4923 1.7949
H -2.1956 -3.2335 -11.9523
H -3.5865 0.1662 -3.3363
C 3.5869 -1.3077 2.8075
C 3.2336 -3.4271 5.9004
H -1.8281 3.8201 -0.2699
O -4.5974 -7.1657 -4.4613
H 3.2559 4.5863 0.3446
C 0.4126 -0.1107 6.8148
H -3.6953 -1.5588 -0.6725
C -4.2220 -4.5100 -6.4890
O 1.6055 -3.4120 7.6202
H 4.8026 1.0225 13.6570
C 6.3766 4.4243 -4.1501
H 6.7343 0.1442 12.0588
H -2.9560 -0.3267 0.3830
H -3.5049 4.8157 1.5205
H -4.6916 -6.6245 -1.4251
H -5.3461 11.0473 2.7204
H -0.2113 -0.8185 -12.5832
C 5.9543 -0.2640 11.4136
H 4.6571 -1.1509 2.6908
F -2.7532 2.8173 3.9204
H -1.1212 -4.0600 -10.7961
H -1.5201 4.7945 -1.7283
H 0.3025 2.0617 -1.4227
O 3.3898 0.2258 1.0023
H -1.4817 -8.2964 -4.7211
H -5.8875 11.4513 1.0724
O -4.4938 8.8279 1.9055
H 5.7861 -1.3009 11.7101
H 1.2602 -5.3456 5.2491
O -1.2111 0.1368 -1.3547
C 4.6811 0.5315 11.5734
H 4.1058 -4.0823 5.9030
H 6.1030 1.1730 -2.9215
H 0.8658 0.0077 1.0746
H -4.8564 -8.3681 -1.6280
H 3.1442 4.5836 -1.4385
C -2.9503 5.6449 -0.3824
H -7.0956 -6.9380 -4.3586
H 3.1773 1.1817 12.9474
H -2.5420 6.2900 1.6157
H -2.3994 -8.1527 -6.2329
C -5.2002 -7.2350 -3.4162
H 3.8300 3.1914 -0.6084
H -4.2388 0.1142 -0.7716
H -4.2462 6.3962 1.1502
H 3.3564 -2.3669 2.6712
H 1.1490 -5.7995 -5.8801
H -0.4920 -3.4532 -12.3482
C -2.7311 -0.4652 -3.0905
H -7.1443 -7.9945 -2.9255
C -3.3661 -0.5201 -0.6061
O 4.5838 3.1410 -3.2581
C -5.0393 11.1318 1.6805
H 2.1911 -1.3678 8.6102
H -2.5955 -2.9617 -8.2010
C 1.9160 -0.1365 6.9013
C -3.4959 -3.2074 -6.2707
C 1.6011 -5.3804 6.2854
H 1.1403 3.7219 2.5001
C -4.4900 -7.4560 -2.1027
H 2.1979 0.3769 8.9717
C -1.1890 -3.2604 -11.5306
O -1.1839 -6.0237 -6.7820
C -3.3450 5.7957 1.0653
C 6.6643 1.9973 -3.3551
H -3.4186 -7.5365 -2.2713
H -0.6702 0.1696 -11.1743
H -4.2598 11.8903 1.5884
C 1.7156 3.3384 -0.4518
H -1.9154 -0.6030 -12.1857
C -6.7012 -7.0953 -3.3575
H 1.4075 1.6970 4.2619
C 1.3234 -0.6228 1.8332
H -4.5981 -4.5596 -7.5131
H -0.8542 5.2744 -0.1465
H -1.8602 -1.9895 -6.9121
C -0.2282 3.7572 4.0048
O 2.6047 0.0261 5.9142
H 7.4874 2.2682 -2.6912
H -3.2384 10.4426 -0.4019
H 2.4122 2.9443 5.0197
H -1.3331 2.7028 2.0813
C -0.9176 -0.7141 -11.7575
H -0.8469 -9.0330 -6.1942
H -5.0507 -4.6009 -5.7906
C -1.4011 -8.1774 -5.8030
H 0.7806 -5.6855 6.9305
C -2.3197 -0.2427 -1.6615
H 1.0379 -1.6629 1.6583
H 3.2797 -1.0124 3.8138
C 4.0862 0.5848 12.9596
H 2.0032 1.6241 -1.6886
H 6.7983 4.1996 -5.1315
H -4.8721 10.0212 -0.9145
H 1.3617 -7.5660 -5.9648
H -1.9034 -0.2314 -3.7560
O -3.8480 -2.4200 -5.4163
O 0.9782 3.5340 0.4949
H 3.5014 -2.4534 6.3048
H -0.7120 4.6879 3.6782
H 7.1893 4.7744 -3.5112
C 0.7324 -6.7594 -5.5842
H -3.0371 -1.4994 -3.2431
*
```

## Properties
- Energy: -84009.501 eV

=====

Q: Number 2 is which compound?
A: C41H85FNO13P

=====

Q: energy of number 1 (H5N3Si)?
A: -12425.848 eV

=====

Q: Which value of energy does entry 2 give?
A: -84009.501 eV